{
  "formula": "C18H16FN3O3S",
  "method": "wB97M-V/def2-TZVPD",
  "smiles": "COc1ccc(C(=O)CSc2nnc(CNc3ccc(F)cc3)o2)cc1",
  "homo_ev": -7.981,
  "orbital_gap_ha": 0.29997,
  "lumo_energy_ev": 0.181,
  "relative_energy_kcal_mol": 1.3,
  "mol_weight_g_mol": 373.4,
  "symbols": ["C", "C", "C", "C", "H", "H", "H", "C", "S", "O", "H", "O", "H", "C", "H", "H", "H", "C", "C", "H", "H", "H", "C", "C", "C", "H", "O", "C", "C", "H", "C", "H", "N", "C", "H", "C", "C", "C", "H", "N", "F", "N"],
  "xyz": [[-2.940165, -0.207476, 4.346424], [-4.056385, -0.504105, 3.585662], [-0.575566, -4.092912, 2.567231], [2.295744, 3.854125, -2.648594], [0.322123, -4.652092, 2.844517], [4.705453, 4.608410, -3.645395], [-3.060538, -3.350726, 2.109814], [-0.401526, -3.523785, 1.199381], [1.523417, -1.350175, -1.189065], [-1.311381, 0.395822, -2.623947], [0.432995, 4.886189, -2.509493], [0.645761, -2.697719, 0.923650], [-1.424724, -4.779411, 2.539179], [0.898850, 3.915721, -2.571760], [2.673829, 0.506003, -2.788211], [1.261654, -1.120816, -3.552133], [-0.923102, 2.802282, -2.515586], [-3.019370, -2.484652, 2.749316], [0.153936, 2.763878, -2.575798], [-0.192528, -1.827774, -2.772246], [0.049173, -2.634548, 3.904538], [-0.978229, -0.841657, 4.889424], [-1.858233, -1.062313, 4.302256], [-4.105223, -1.629759, 2.786389], [4.347803, 5.057954, -2.714055], [-4.983667, -1.830324, 2.194354], [2.940603, 5.040907, -2.640022], [2.915137, 2.607052, -2.727232], [0.411582, -2.373758, -0.366105], [3.989040, 2.526366, -2.785650], [0.767377, 1.506219, -2.656551], [4.629992, 6.109099, -2.690427], [-0.794928, -3.075390, 3.567202], [2.158176, 1.452265, -2.731853], [-2.924045, 0.681800, 4.956297], [0.565707, -1.047418, -2.718191], [-1.882181, -2.214784, 3.511932], [-0.104550, 0.320792, -2.662601], [4.800299, 4.542603, -1.861445], [-1.173285, -3.666786, 0.177335], [-5.120828, 0.331285, 3.623477], [-0.658200, -2.940390, -0.832014]],
  "forces_ev_per_angstrom": [[-0.2, 0.0, -0.1], [0.0, -0.1, -0.1], [0.1, 0.3, 0.0], [-0.2, -0.3, 0.0], [-0.2, 0.0, 0.0], [0.0, 0.0, 0.0], [0.0, -0.1, -0.1], [-0.5, -0.3, -0.3], [0.4, 0.3, -0.1], [0.1, 0.0, 0.0], [-0.1, 0.1, 0.0], [0.1, 0.1, 0.0], [0.2, 0.0, -0.1], [0.2, 0.1, 0.0], [0.1, -0.1, -0.1], [0.0, 0.0, 0.0], [-0.1, 0.0, 0.0], [0.3, -0.1, 0.1], [0.1, -0.2, 0.0], [0.0, 0.1, -0.1], [-0.1, -0.1, -0.1], [0.1, 0.0, 0.1], [0.0, -0.1, -0.1], [-0.1, 0.4, 0.2], [0.3, 0.0, 0.0], [-0.1, 0.0, -0.1], [-0.3, 0.0, 0.0], [0.3, 0.4, 0.0], [-0.7, -0.4, -0.3], [0.1, 0.0, 0.0], [0.2, 0.6, 0.0], [0.0, -0.1, 0.0], [0.6, -0.2, 0.3], [-0.5, 0.0, 0.0], [0.0, 0.1, 0.1], [-0.1, -0.1, 0.3], [-0.4, 0.2, 0.1], [-0.1, -0.5, 0.0], [0.0, 0.0, 0.0], [-0.4, -0.8, 1.4], [0.0, 0.0, 0.0], [0.9, 0.9, -0.9]]
}

{
  "formula": "C2H14NO5",
  "method": "wB97M-V/def2-TZVPD",
  "homo_ev": -5.178,
  "orbital_gap_ha": 0.32776,
  "lumo_energy_ev": 3.741,
  "relative_energy_kcal_mol": 12.4,
  "mol_weight_g_mol": 132.1,
  "charge": -1,
  "symbols": ["H", "O", "H", "H", "H", "O", "O", "H", "H", "H", "H", "C", "H", "O", "H", "O", "H", "H", "H", "C", "H", "N"],
  "xyz": [[0.278750, 1.509070, 1.435923], [-2.431430, -0.157464, 0.335791], [1.981437, -1.145717, -2.083606], [1.150770, -0.870851, 0.571048], [-1.773686, -0.319638, -2.674030], [1.975282, -0.602224, 4.202052], [1.034088, 1.362279, -2.792582], [1.748267, 0.067383, 3.569399], [-0.344266, -1.373338, 0.724551], [-2.056546, 1.858291, 0.840760], [-1.935051, 0.754362, 2.182127], [-0.182751, 0.707709, 0.833242], [1.828690, -1.401234, 3.669339], [1.379169, -1.892590, -1.969979], [0.026342, 0.837240, -0.261307], [-1.209040, -0.038867, -1.952234], [0.296143, 0.703333, -2.517270], [-2.051597, -0.019960, -0.633562], [0.528695, -1.401915, -1.970099], [-1.687940, 0.829674, 1.081733], [1.140461, 1.258054, -3.743523], [0.304215, -0.663597, 1.152227]],
  "forces_ev_per_angstrom": [[0.4, -0.5, -0.2], [1.0, 1.3, 0.0], [0.1, -0.1, 0.0], [-0.8, 0.6, 0.7], [0.0, 0.0, -0.2], [0.3, -0.9, 0.2], [-0.4, -0.9, 0.3], [-0.3, 0.7, -0.5], [0.3, 1.3, 0.7], [0.5, -0.5, -0.2], [0.4, -0.4, -0.9], [-0.3, -0.5, -1.2], [-0.1, 0.3, 0.3], [-0.2, 0.7, 0.0], [-0.4, 0.6, 1.0], [0.6, -0.1, 0.0], [0.1, 1.0, -0.4], [-0.2, -0.6, 0.6], [-0.3, -0.3, 0.1], [-1.1, -0.3, 0.2], [-0.1, -0.1, 0.1], [0.6, -1.0, -0.6]]
}

{
  "formula": "C8H10N3O2",
  "method": "wB97M-V/def2-TZVPD",
  "smiles": "Cc1cc(C)n(C(=O)[N+](C)=C=O)n1",
  "homo_ev": -13.588,
  "orbital_gap_ha": 0.33199,
  "lumo_energy_ev": -4.554,
  "relative_energy_kcal_mol": 75.8,
  "mol_weight_g_mol": 180.2,
  "charge": 1,
  "symbols": ["H", "C", "C", "C", "C", "H", "O", "N", "H", "H", "C", "O", "H", "C", "H", "C", "N", "N", "H", "C", "H", "H", "H"],
  "xyz": [[4.016796, 0.270207, 0.326803], [2.699554, -1.668241, 0.387110], [3.020248, 0.622863, 0.070649], [-1.822370, -0.637156, -2.326723], [-1.386604, -0.139879, -0.968074], [2.800946, 1.378526, -0.667379], [2.956876, -2.680118, 0.755684], [0.009722, 0.403651, 0.777050], [-2.476757, 1.795518, 2.381322], [2.610260, 1.036138, 1.032182], [-2.139343, 0.333471, 0.072796], [1.131734, -1.034740, -2.197757], [-0.806695, 1.739953, 2.908704], [-1.566051, 1.142384, 2.504315], [-2.894500, -0.489540, -2.285463], [0.975618, -0.632468, -1.111679], [2.340119, -0.612573, -0.164425], [-0.062953, -0.118747, -0.472750], [-3.279321, 0.482712, 0.069045], [-1.216688, 0.582727, 1.142690], [-1.858713, 0.330867, 3.313181], [-1.326867, -0.395759, -3.266231], [-1.725009, -1.709794, -2.281049]],
  "forces_ev_per_angstrom": [[0.6, 1.2, -0.7], [-1.4, 2.4, -1.8], [0.1, 1.0, 3.1], [-0.1, -0.7, 1.3], [-0.4, 0.6, -0.3], [0.7, -0.2, -0.6], [1.1, -3.4, 1.6], [0.9, -0.7, 1.1], [0.9, -0.7, 0.2], [0.3, -0.2, -0.9], [-1.4, -0.4, -0.8], [0.0, -0.3, -0.2], [1.3, 0.7, 0.5], [-2.7, -1.5, 0.3], [-0.2, 0.3, -0.7], [1.4, -0.1, -0.1], [-2.3, -0.5, -1.0], [-0.8, 0.1, -0.6], [2.2, -0.3, 0.1], [-0.9, 1.1, 1.1], [0.7, 1.4, -1.9], [0.0, 0.8, 0.4], [0.1, -0.7, 0.0]]
}

{
  "formula": "C3H6NOS",
  "method": "wB97M-V/def2-TZVPD",
  "smiles": "NC(=O)CC[S-]",
  "homo_ev": -2.893,
  "orbital_gap_ha": 0.25769,
  "lumo_energy_ev": 4.119,
  "relative_energy_kcal_mol": 2.3,
  "mol_weight_g_mol": 104.2,
  "charge": -1,
  "symbols": ["H", "N", "H", "O", "S", "H", "H", "C", "H", "C", "H", "C"],
  "xyz": [[-2.418650, 0.516608, -0.146319], [-1.504002, 0.244219, 0.152977], [1.034275, -0.573414, 1.447257], [-1.694414, -1.809524, -0.828465], [1.173047, 1.660125, 0.545800], [0.814057, -1.914858, -0.736191], [2.376136, -0.366536, 0.289102], [1.321516, -0.177851, 0.466253], [0.599206, -0.403177, -1.591296], [0.510190, -0.884020, -0.599463], [-0.827584, 0.976349, 0.384881], [-1.007250, -0.868368, -0.455858]],
  "forces_ev_per_angstrom": [[-0.5, 0.0, 0.2], [-0.1, -0.6, -0.5], [0.2, -0.2, -0.1], [-0.3, 0.1, -0.4], [0.1, 0.0, -0.1], [0.0, -0.3, 0.1], [0.1, -0.3, 0.1], [0.0, 0.8, 0.2], [0.5, 0.1, 0.3], [-0.8, 0.3, -0.8], [0.2, 0.4, -0.1], [0.5, -0.2, 1.0]]
}

{
  "formula": "C3H10N3O",
  "method": "wB97M-V/def2-TZVPD",
  "homo_ev": -3.221,
  "orbital_gap_ha": 0.27632,
  "lumo_energy_ev": 4.298,
  "relative_energy_kcal_mol": 83.4,
  "mol_weight_g_mol": 104.1,
  "charge": -1,
  "symbols": ["H", "N", "H", "N", "H", "H", "H", "H", "C", "C", "H", "H", "N", "O", "H", "C", "H"],
  "xyz": [[2.051163, -2.086771, -1.633213], [1.508716, -1.176760, 0.191718], [1.071204, -0.832343, 2.202081], [-0.717200, 1.514143, 0.110505], [-2.216443, 3.146650, 0.594969], [0.804478, -2.985451, -0.766555], [0.265599, -1.350469, -1.432450], [-0.306246, -0.303501, 1.233839], [0.481023, -0.991680, 1.257054], [-2.017687, 2.141542, 0.173194], [-2.686886, 1.322544, 0.509743], [0.098253, -1.971141, 1.496604], [-0.028549, 1.931524, -0.954746], [1.108193, 1.377304, -1.089457], [-2.278869, 2.433779, -0.900735], [1.123096, -1.910452, -0.930068], [1.740154, -0.258920, -0.062485]],
  "forces_ev_per_angstrom": [[-1.8, 0.8, 1.0], [-0.4, -0.6, 3.0], [-0.4, 0.5, -0.7], [1.9, 1.5, -1.5], [0.6, -0.6, 1.1], [0.1, 1.1, 0.5], [0.9, -1.0, -0.3], [-0.8, 1.2, -0.9], [2.9, -2.5, 1.7], [-0.8, 0.0, -2.8], [-0.2, 1.0, 0.1], [-0.5, -0.7, -0.2], [-0.9, -1.2, 2.1], [-0.6, 0.6, 0.0], [-0.2, -0.7, 0.8], [-0.3, -1.0, -2.8], [0.4, 1.6, -0.9]]
}

{
  "formula": "CH12O4S",
  "method": "wB97M-V/def2-TZVPD",
  "homo_ev": -9.175,
  "orbital_gap_ha": 0.13356,
  "lumo_energy_ev": -5.541,
  "relative_energy_kcal_mol": 174.1,
  "mol_weight_g_mol": 120.2,
  "symbols": ["H", "H", "S", "H", "H", "O", "H", "H", "H", "O", "C", "O", "H", "H", "H", "O", "H", "H"],
  "xyz": [[-1.123756, -2.260217, -1.116324], [-1.036107, 1.482918, -0.953306], [-1.290981, -0.077143, -1.975120], [-2.147578, -1.292251, -0.071600], [2.906382, 1.282222, 0.252945], [-0.562411, -0.199018, 1.721239], [2.343083, 0.102322, 1.180298], [0.322552, -0.747472, 1.817025], [-0.575732, 1.207712, 0.542572], [1.589926, -1.278282, 1.379828], [-1.254357, -1.256986, -0.703298], [-0.686125, 1.907802, -0.146222], [1.892407, -1.848750, 2.107574], [1.513971, 0.391190, -1.358422], [-0.345587, -1.038432, -0.070776], [2.651559, 1.052471, 1.141857], [1.453661, -0.351303, -1.325560], [-0.796775, -0.101421, 2.637683]],
  "forces_ev_per_angstrom": [[0.7, 0.0, -0.2], [-0.5, 0.6, 0.2], [0.3, -0.8, 0.7], [0.4, 0.5, -0.1], [0.1, -0.2, -0.3], [-0.1, -0.1, 0.3], [0.1, 0.2, -0.2], [0.4, 0.4, -1.0], [0.0, 0.1, 0.2], [-0.1, -0.7, 0.3], [-1.3, -0.2, -0.5], [0.4, -0.3, -0.1], [0.0, 0.1, -0.5], [0.0, -0.1, 0.0], [0.2, -0.3, 0.0], [0.0, 0.2, 0.6], [0.2, 0.1, 0.0], [-0.7, 0.5, 0.5]]
}

{
  "formula": "CH6NO2",
  "method": "wB97M-V/def2-TZVPD",
  "homo_ev": -16.521,
  "orbital_gap_ha": 0.44768,
  "lumo_energy_ev": -4.339,
  "relative_energy_kcal_mol": 13.6,
  "mol_weight_g_mol": 64.1,
  "charge": 1,
  "symbols": ["C", "H", "O", "H", "H", "N", "O", "H", "H", "H"],
  "xyz": [[1.139001, 0.778739, 0.394258], [1.884255, 1.145252, 1.081481], [1.137097, 1.373637, -0.742589], [-2.779656, -1.481651, 0.072251], [-0.420526, -0.584782, 0.256774], [0.307198, -0.113735, 0.810524], [-1.915341, -1.614773, -0.331121], [0.402861, 1.178175, -1.353775], [-1.961809, -1.398866, -1.268046], [0.292555, -0.284892, 1.811761]],
  "forces_ev_per_angstrom": [[-0.6, 0.3, 0.3], [0.3, 0.1, 0.1], [0.2, -0.1, -0.5], [-0.1, 0.0, -0.3], [-0.3, 0.0, 0.0], [0.0, 0.1, 0.3], [0.8, 0.4, 0.2], [0.1, -0.2, 0.2], [-0.5, -0.2, 0.0], [0.2, -0.4, -0.2]]
}

| no. | E (eV) |
| --- | --- |
| 1 | -43089.973 |
| 2 | -14029.985 |
| 3 | -17014.345 |
| 4 | -17582.964 |
| 5 | -9788.199 |
| 6 | -20249.764 |
| 7 | -6712.560 |